Molecular formula: CHF3N3
Method: DFT, the ωB97M-V functional and the def2-TZVPD basis

Structure (XYZ):
```
8
Properties=species:S:1:pos:R:3:forces:R:3:lowdin_charge:R:1
F 1.366775 -1.905570 0.517841 1.26 -1.39 0.26 0.3509
C 0.509523 -1.158130 0.977369 -0.92 2.37 -2.91 -0.3182
N -0.589423 -0.878545 1.439853 -2.21 -0.80 1.20 0.3387
N 0.116909 0.210441 0.688741 2.06 1.74 1.44 0.0837
N -0.317291 0.815280 -0.501435 -1.29 0.00 -2.10 -0.0226
F 0.743318 0.972102 -1.300608 1.30 0.77 0.66 0.1424
F -1.082449 0.060695 -1.442098 -0.85 0.48 1.44 0.0950
H -0.747362 1.883727 -0.379663 0.64 -3.17 0.01 0.3301
```
Forces are in eV/Å.

Summary:
LUMO level: -0.2155 Ha
relative energy (zero: lowest compared OMol25 entry of this formula, charge and spin): 345.3 kJ/mol
net charge: +1
orbital gap: 10.919 eV
HOMO level: -16.8 eV
SMILES: FC1=NN1[NH+](F)F
total energy: -13657.915 eV